[1]
Here is a 2-piece molecular cluster, C2F3NO2 overall from OMol25. Energies are from wB97M-V/def2-TZVPD.

Computed properties:
2S+1 = 3
Charge = 0
Energy relative to the best compared isomer or geometry (same formula, charge and spin) = 38.0 kcal/mol
HOMO (spin up / spin down) = -7.756 / -12.580 eV
Energy = -15803.94736 eV
<S²> = 2.0086
Gap between HOMO and LUMO (spin up / spin down) = 6.517 / 10.113 eV
Molecular weight = 127.0 g mol⁻¹

Geometry (Å):
C 0.96814 0.65467 0.15490
C 1.04466 -0.54973 -0.30810
N -1.53700 0.03042 -0.06831
O 1.18289 -1.45007 -1.02946
O -1.80715 -0.89202 -0.65025
F 0.76784 1.59651 -0.83752
F 0.98206 1.06648 1.34153
F -1.60145 -0.45626 1.39722

These are the natural (NBO) partial charges, in e, on atoms 1 to 5: C 0.69; C 0.26; N 0.50; O -0.39; O -0.12

[2]
Here is C22H26N2O3 in the gas phase from OMol25. Energies are from wB97M-V/def2-TZVPD.

Computed properties:
Structure (SMILES) = Cc1ccc(NC(=O)CN2CCc3cc4c(cc3C2)OCCCO4)cc1C
Charge = 0
Energy relative to the best compared isomer or geometry (same formula, charge and spin) = 40.4 kcal/mol
HOMO = -7.904 eV
Energy = -32359.07598 eV
Gap between HOMO and LUMO = 8.642 eV
Molecular weight = 366.5 g mol⁻¹

Geometry (Å):
C -4.40171 -1.77731 0.92391
C -2.95709 -1.75788 0.52611
C -1.96623 -2.03935 1.45653
C -0.62435 -2.02526 1.12369
C -0.25077 -1.72906 -0.18089
N 1.07950 -1.73280 -0.61667
C 2.21768 -1.89476 0.10934
O 2.25230 -2.08575 1.30679
C 3.49899 -1.83509 -0.73325
N 4.23823 -0.58638 -0.65286
C 4.62508 -0.20833 0.70199
C 3.89490 1.02984 1.27077
C 2.52982 1.20464 0.68296
C 1.41743 1.55973 1.42029
C 0.18436 1.77169 0.81220
C 0.07516 1.64088 -0.57782
C 1.18808 1.23878 -1.30819
C 2.40458 1.01836 -0.69218
C 3.63401 0.51240 -1.39148
O -1.07057 1.89059 -1.30185
C -1.86554 2.96050 -0.83391
C -2.84104 2.54723 0.27106
C -2.12963 1.64254 1.28082
O -0.85055 2.11873 1.64719
C -1.23728 -1.43939 -1.12000
C -2.58043 -1.44454 -0.78464
C -3.61296 -1.11788 -1.81964
H -4.96216 -2.47735 0.30516
H -4.50834 -2.07281 1.96435
H -4.85035 -0.79155 0.79818
H -2.24895 -2.27419 2.47255
H 0.12778 -2.24064 1.86245
H 1.18796 -1.51701 -1.59790
H 4.16305 -2.62343 -0.36425
H 3.28323 -2.03248 -1.78646
H 4.44308 -1.05677 1.36092
H 5.70383 -0.00777 0.69381
H 4.47774 1.92427 1.02656
H 3.83840 0.95429 2.35613
H 1.47618 1.67937 2.49071
H 1.07759 1.12964 -2.37739
H 3.41387 0.18004 -2.40890
H 4.38867 1.30545 -1.45123
H -2.41420 3.32346 -1.70792
H -1.21733 3.76779 -0.46919
H -3.21571 3.44876 0.75659
H -3.68319 1.99734 -0.14938
H -2.70072 1.59202 2.21193
H -2.03986 0.63132 0.87029
H -0.94799 -1.19572 -2.13316
H -4.25316 -1.98004 -2.00667
H -4.24992 -0.30078 -1.48363
H -3.14144 -0.82536 -2.75384

These are the natural (NBO) partial charges, in e, on atoms 1 to 5: C -0.63; C -0.05; C -0.18; C -0.27; C 0.23

[3]
Here is CH4INO as an isolated structure from OMol25. Energies are from wB97M-V/def2-TZVPD.

Computed properties:
Charge = 0
Energy relative to the best compared isomer or geometry (same formula, charge and spin) = 107.1 kcal/mol
HOMO (spin up / spin down) = -8.876 / -9.241 eV
Energy = -12733.45582 eV
Gap between HOMO and LUMO (spin up / spin down) = 8.202 / 8.663 eV
Molecular weight = 173.0 g mol⁻¹

Geometry (Å):
C 0.14895 -0.33897 -0.51807
N -0.84236 1.75537 -0.65360
O -0.95882 0.41349 -1.05748
I -2.48773 2.64230 -1.21233
H -0.09958 -1.50192 -0.55677
H 0.05871 0.10877 0.46787
H 1.12657 -0.14160 -1.08006
H -0.82995 1.34073 1.28076

These are the natural (NBO) partial charges, in e, on atoms 1 to 5: C -0.28; N -0.35; O -0.40; I 0.37; H 0.21